Entry from the OMol25 dataset: a single C4H7NO molecule in a non-equilibrium geometry (ωB97M-V with the def2-TZVPD basis set).

Last columns: bonded neighbours and bond lengths (Å).
CARTESIAN COORDINATES (ANGSTROEM)
1 C 0.633 -1.166 0.498  C2 1.532, H7 1.093, H8 1.095, H9 1.094
2 C -0.110 -0.304 -0.528  C1 1.532, C3 1.470, C5 1.542, H10 1.097
3 C 0.725 0.035 -1.690  C2 1.470, N4 1.157
4 N 1.374 0.384 -2.582  C3 1.157
5 C -0.608 1.020 0.086  C2 1.542, O6 1.410, H11 1.095, H12 1.098
6 O -1.492 0.767 1.156  C5 1.410, H13 0.962
7 H 0.725 -2.203 0.164  C1 1.093
8 H 1.636 -0.776 0.697  C1 1.095
9 H 0.057 -1.161 1.427  C1 1.094
10 H -0.987 -0.852 -0.894  C2 1.097
11 H -1.146 1.591 -0.678  C5 1.095
12 H 0.260 1.615 0.400  C5 1.098
13 H -1.051 0.983 1.983  O6 0.962

For the highest occupied orbital energy, the calculation gives -10.941 eV. The net charge is 0. As for the HOMO-LUMO gap: 11.58 eV. As for the lowest unoccupied orbital energy: 0.639 eV. The SMILES is C[C@H](C#N)CO.

Entry from the OMol25 dataset: 2 unconnected molecules or ions with the total composition C22H18N6O5 in a non-equilibrium geometry (ωB97M-V with the def2-TZVPD basis set).

Last columns: bonded neighbours and bond lengths (Å).
CARTESIAN COORDINATES (ANGSTROEM)
1 N -6.089 -0.028 2.702  C2 1.170
2 C -5.178 -0.163 1.981  N1 1.170, C3 1.434
3 C -4.101 -0.391 1.062  C2 1.434, C4 1.395, C15 1.439
4 C -4.116 -0.044 -0.289  C3 1.395, C5 1.419, H16 1.086
5 C -3.025 -0.359 -1.141  C4 1.419, N6 1.435, C9 1.407
6 N -3.071 0.128 -2.490  C5 1.435, O7 1.252, O8 1.257
7 O -3.997 0.904 -2.820  N6 1.252
8 O -2.189 -0.253 -3.301  N6 1.257
9 C -1.890 -1.045 -0.670  C5 1.407, C10 1.383, H17 1.086
10 C -1.876 -1.386 0.670  C9 1.383, N11 1.404, C15 1.418
11 N -0.806 -1.788 1.485  C10 1.404, O12 1.223, O13 1.396
12 O 0.278 -2.295 1.234  N11 1.223
13 O -1.185 -1.504 2.798  N11 1.396, N14 1.438
14 N -2.518 -0.967 2.863  O13 1.438, C15 1.345
15 C -2.894 -0.985 1.573  C3 1.439, C10 1.418, N14 1.345
16 H -4.964 0.497 -0.699  C4 1.086
17 H -1.072 -1.322 -1.328  C9 1.086
18 C 3.599 0.371 4.631  N19 1.446, H36 1.094, H37 1.096, H38 1.099
19 N 2.229 0.400 4.170  C18 1.446, C20 1.453, C21 1.363
20 C 1.250 0.074 5.193  N19 1.453, H39 1.093, H40 1.101, H41 1.099
21 C 1.914 0.506 2.848  N19 1.363, C22 1.421, C35 1.421
22 C 2.781 0.032 1.828  C21 1.421, C23 1.374, H42 1.090
23 C 2.312 -0.104 0.543  C22 1.374, N24 1.381, H43 1.083
24 N 1.075 0.387 0.174  C23 1.381, C25 1.377, C34 1.384
25 C 0.605 0.341 -1.119  N24 1.377, C26 1.425, H44 1.091
26 C 1.235 -0.406 -2.155  C25 1.425, C27 1.509, O33 1.251
27 C 0.992 0.043 -3.576  C26 1.509, C28 1.401, C32 1.408
28 C 1.569 -0.724 -4.597  C27 1.401, C29 1.395, H45 1.091
29 C 1.358 -0.393 -5.935  C28 1.395, C30 1.405, H46 1.089
30 C 0.557 0.710 -6.273  C29 1.405, C31 1.401, H47 1.092
31 C -0.026 1.478 -5.257  C30 1.401, C32 1.396, H48 1.091
32 C 0.211 1.164 -3.917  C27 1.408, C31 1.396, H49 1.090
33 O 1.942 -1.414 -1.932  C26 1.251
34 C 0.313 1.045 1.124  N24 1.384, C35 1.362, H50 1.088
35 C 0.658 1.032 2.441  C21 1.421, C34 1.362, H51 1.092
36 H 4.257 0.883 3.924  C18 1.094
37 H 3.653 0.877 5.602  C18 1.096
38 H 3.950 -0.661 4.767  C18 1.099
39 H 0.250 -0.057 4.772  C20 1.093
40 H 1.543 -0.858 5.699  C20 1.101
41 H 1.228 0.862 5.958  C20 1.099
42 H 3.773 -0.362 2.050  C22 1.090
43 H 2.855 -0.639 -0.226  C23 1.083
44 H -0.220 1.024 -1.330  C25 1.091
45 H 2.179 -1.588 -4.327  C28 1.091
46 H 1.818 -1.008 -6.708  C29 1.089
47 H 0.367 0.960 -7.319  C30 1.092
48 H -0.685 2.316 -5.487  C31 1.091
49 H -0.197 1.796 -3.129  C32 1.090
50 H -0.603 1.503 0.756  C34 1.088
51 H -0.051 1.412 3.179  C35 1.092

For the highest occupied orbital energy, the calculation gives -6.921 eV. The net charge is 0. As for the HOMO-LUMO gap: 4.67 eV. As for the lowest unoccupied orbital energy: -2.246 eV.